A cluster of 7 separate species, C25H46O15 in total. Source: OMol25; level of theory: wB97M-V/def2-TZVPD.

```
86
Properties=species:S:1:pos:R:3
C -0.79511 -5.95269 0.37912
O -1.85977 -5.49774 1.22172
C -1.64872 -4.40963 1.94907
O -0.63672 -3.75272 1.99583
O -2.72233 -4.19538 2.69278
C -2.64824 -3.04660 3.52667
H -1.09823 -5.81425 -0.65706
H -0.68175 -7.01436 0.57695
H 0.11850 -5.40091 0.57726
H -3.67333 -2.73861 3.72854
H -2.17473 -2.22546 2.99377
H -2.14252 -3.25765 4.46573
C 0.69799 3.21734 -1.38517
O -0.01491 2.47036 -0.38321
C -0.14188 1.16969 -0.56419
O -0.01093 0.56282 -1.59476
O -0.43511 0.64483 0.62312
C -1.13200 -0.57732 0.75607
H 1.02431 4.15280 -0.94543
H 0.04775 3.42029 -2.23491
H 1.54574 2.61532 -1.70424
H -0.55606 -1.48626 0.57823
H -2.04785 -0.63841 0.15980
H -1.47998 -0.61595 1.78992
C -3.37380 0.76934 4.37578
O -2.81351 1.77755 3.54317
C -3.61360 2.22940 2.56338
O -4.68419 1.76824 2.27577
O -3.11984 3.30296 1.97606
C -1.72071 3.63744 2.13687
H -4.26936 0.38606 3.88028
H -3.72891 1.23532 5.29625
H -2.70557 -0.04876 4.61963
H -1.46844 4.26307 1.28808
H -1.12067 2.73330 2.12057
H -1.58975 4.18465 3.06831
C 4.42533 2.57239 -1.40078
C 3.84439 1.36503 -0.66510
C 5.01734 0.95761 0.20473
O 5.50371 2.21442 0.70154
C 5.40925 3.15986 -0.34115
H 3.65246 3.28028 -1.69378
H 4.98291 2.28245 -2.29086
H 3.45141 0.60204 -1.33932
H 3.02020 1.59902 0.01758
H 5.81009 0.45356 -0.36503
H 4.74619 0.33986 1.06051
H 6.39204 3.35428 -0.77687
H 4.99557 4.10602 0.01473
C -3.70345 2.02082 -2.83357
C -4.28084 2.40249 -1.45222
C -4.61842 1.06510 -0.80304
O -4.31947 0.03955 -1.77305
C -4.32415 0.64813 -3.03804
H -2.61963 1.98584 -2.82360
H -4.03664 2.65490 -3.65874
H -5.17374 3.00429 -1.64106
H -3.64200 3.03127 -0.83553
H -5.66584 0.98294 -0.50588
H -4.02174 0.80528 0.06697
H -5.31772 0.68439 -3.51326
H -3.74674 0.04171 -3.75113
O 3.14375 0.86128 4.27640
C 3.14908 -0.14886 3.64673
O 4.22943 -0.96885 3.63844
C 3.96544 -2.17488 2.92570
C 2.47314 -2.17428 2.54378
C 2.10624 -0.70935 2.71122
H 4.23212 -3.05136 3.51200
H 4.56540 -2.20286 2.01050
H 1.87695 -2.84768 3.16241
H 2.30236 -2.53668 1.53177
H 1.12621 -0.35083 3.02257
H 2.21555 -0.22242 1.73184
O 2.57479 -3.03094 -6.40408
C 2.07212 -2.27853 -5.62148
O 2.79273 -1.66160 -4.66080
C 2.01311 -0.75414 -3.89501
C 0.52271 -1.10326 -4.18588
C 0.61835 -1.88384 -5.50700
H 2.13953 0.26218 -4.29233
H 2.35411 -0.69729 -2.86842
H 0.01842 -0.15280 -4.32415
H 0.06996 -1.68055 -3.38633
H 0.34283 -1.24618 -6.34457
H -0.01062 -2.76792 -5.47714
```

Summary:
SMILES = COC(=O)OC.COC(=O)OC.COC(=O)OC.O=C1CCCO1.O=C1CCCO1.C1CCOC1.C1CCOC1
net charge = 0
spin multiplicity = 1
maximum force = 1.58 eV/Å
lowest unoccupied orbital energy = 0.00918 Ha
Kohn-Sham gap = 0.3621 Ha

=====

A structure of composition C25H47Cl2NO3PbSi2. Source: OMol25; level of theory: wB97M-V/def2-TZVPD.

```
81
Properties=species:S:1:pos:R:3
O -0.71205 1.56717 -1.83838
O 1.61492 1.02725 -3.42513
C -2.10273 1.27012 -1.75873
C -2.91721 1.88053 -0.62163
H -2.15093 0.17875 -1.68047
H -2.50054 1.54085 -2.74829
H -2.57528 1.57777 0.38479
H -3.94436 1.49527 -0.73018
H -2.98248 2.98013 -0.66253
C -0.17688 2.66995 -1.08979
C -0.07690 3.92599 -1.94649
H 0.83233 2.36108 -0.75691
H -0.82826 2.86213 -0.20973
H 0.59507 3.77731 -2.79828
H 0.29613 4.76018 -1.33534
H -1.06203 4.24275 -2.31888
C 3.04780 0.90209 -3.49319
C 0.97232 1.12350 -4.70120
C 3.76839 2.09236 -2.88175
H 3.38234 0.79709 -4.54507
H 3.30189 -0.03234 -2.96616
H 3.55863 3.00409 -3.44903
H 4.84807 1.91106 -2.94190
H 3.49919 2.24974 -1.82949
C 1.27436 2.44584 -5.37765
H -0.09489 1.00841 -4.50926
H 1.28973 0.29029 -5.34856
H 1.11488 3.29673 -4.70250
H 0.63136 2.58218 -6.25540
H 2.31230 2.47440 -5.73043
H 1.00867 -0.05024 -1.90144
Pb 0.36493 -1.04268 1.62542
C 0.81888 -1.05858 -1.43213
Si 0.95333 -2.35576 -2.81758
H 1.58540 -1.28946 -0.66086
H -0.21780 -1.01468 -1.03551
C -0.50314 -2.12654 -3.97047
C 0.86124 -4.02322 -1.93245
C 2.51178 -2.45682 -3.92138
C -1.87996 -1.42839 1.22797
Si -2.26941 -2.62145 2.60597
H -1.97647 -1.77930 0.19134
H -2.43142 -0.48896 1.35310
C -1.53721 -4.30004 2.15790
C -4.11010 -2.56687 2.98169
C -1.34231 -2.18799 4.21066
H 2.41850 -3.30717 -4.62688
H 3.38386 -2.65864 -3.28709
H 2.73459 -1.56618 -4.54200
H -1.43647 -2.31215 -3.41371
H -0.41722 -2.86762 -4.78569
H -0.53368 -1.11413 -4.40454
H 0.17823 -3.97252 -1.06652
H 1.86469 -4.32557 -1.58550
H 0.48706 -4.79652 -2.62427
H -4.70580 -2.48760 2.05998
H -4.36432 -1.69199 3.60195
H -4.46020 -3.46031 3.52168
H -1.69932 -1.23471 4.63868
H -0.23565 -2.13686 4.15874
H -1.58615 -2.98660 4.92892
H -1.86447 -5.06210 2.88454
H -0.43118 -4.28321 2.17391
H -1.86201 -4.62221 1.15632
Cl -3.19879 2.57217 3.22130
C -1.77457 2.23178 4.09634
C -1.62364 2.64558 5.41867
C -0.46801 2.31878 6.15093
Cl -0.37036 2.79927 7.81036
C 0.61158 1.57447 5.56830
C 1.80562 1.17843 6.22024
C 2.67560 0.32319 5.57735
C 2.39630 -0.11032 4.27718
N 1.29869 0.28804 3.62286
C 0.43398 1.14457 4.22734
C -0.74346 1.48515 3.44616
O -0.83963 1.05225 2.24834
H -2.40942 3.21985 5.89863
H 2.03650 1.53754 7.21711
H 3.57767 -0.04795 6.04223
H 3.06991 -0.79838 3.75347
```

Summary:
net charge = 0
spin multiplicity = 1
maximum force = 1.91 eV/Å
lowest unoccupied orbital energy = -0.01234 Ha
Kohn-Sham gap = 0.2491 Ha

=====

A structure of composition C25H47GeIrN3O2SeSi3. Source: OMol25; level of theory: wB97M-V/def2-TZVPD.

```
83
Properties=species:S:1:pos:R:3
Ir 0.23053 0.64488 -1.09551
C 1.79631 -3.55720 -2.53486
Si 1.82094 -1.78713 -1.93406
C 2.16676 -1.80796 -0.07741
C 3.24020 -0.88225 -2.75279
C 0.11458 -0.94719 -2.30366
Si -1.42000 -2.00906 -1.84162
C -1.75791 -3.22343 -3.22000
C -1.10451 -2.92269 -0.22942
C -2.93015 -0.92045 -1.56899
Si -0.01099 -0.15864 -4.02740
C -1.71907 0.46844 -4.44011
C 0.62597 -1.26851 -5.38335
C 1.10429 1.39026 -3.88838
C 1.58072 2.11017 -4.97680
C 2.36183 3.23780 -4.77593
C 2.65759 3.63320 -3.47943
C 2.15546 2.88644 -2.43195
N 1.40728 1.80125 -2.63999
H 2.74317 -4.02242 -2.24800
H 1.72001 -3.61450 -3.62205
H 0.99272 -4.15479 -2.10633
H 3.23683 -2.00696 0.03408
H 1.62576 -2.62169 0.40679
H 1.96992 -0.88815 0.47907
H 4.12043 -1.52904 -2.71552
H 3.49310 0.04255 -2.23166
H 3.06714 -0.63869 -3.80093
H -0.87957 -3.81481 -3.47690
H -2.10251 -2.71757 -4.12411
H -2.54784 -3.91650 -2.92095
H -0.83476 -2.22392 0.56924
H -0.31766 -3.67362 -0.29588
H -2.02489 -3.43579 0.06125
H -3.52747 -0.83030 -2.47686
H -2.69268 0.09263 -1.23547
H -3.57241 -1.37190 -0.80915
H -2.42997 -0.33920 -4.61780
H -1.65345 1.05045 -5.36316
H -2.13117 1.12166 -3.66876
H 0.05951 -2.20107 -5.40806
H 1.68100 -1.51848 -5.27566
H 0.49121 -0.78499 -6.35375
H 1.34418 1.78243 -5.98111
H 2.73796 3.80237 -5.61862
H 3.26720 4.50236 -3.27872
H 2.36098 3.14910 -1.40125
O 0.59288 1.02601 0.97282
N 0.48590 2.25843 1.38889
N -0.10592 3.01480 0.57004
O -0.54969 2.58289 -0.58076
C -0.30395 4.41167 0.88660
C -0.07951 4.85883 2.18155
C -0.26548 6.20414 2.44750
C -0.66942 7.07098 1.43954
C -0.89123 6.59696 0.15564
C -0.70944 5.25367 -0.13547
H 0.23326 4.17657 2.95714
H -0.09749 6.57646 3.44842
H -0.81424 8.11980 1.65891
H -1.20934 7.27256 -0.62600
H -0.88334 4.86611 -1.12743
C -2.53662 -2.35917 6.30617
Ge -0.59783 -2.21868 6.27848
C 0.31229 -3.66406 7.19554
C 0.05376 -0.44456 6.73703
C -0.07983 -2.59988 4.27367
Se 0.15224 -1.03565 3.29166
C -1.69317 -0.62130 2.91459
H -2.85485 -2.48115 7.34255
H -2.87902 -3.23062 5.74918
H -3.02506 -1.46797 5.91382
H 0.09098 -3.59998 8.26149
H 1.39149 -3.59703 7.06590
H -0.03272 -4.63143 6.83290
H -0.15278 -0.26293 7.79233
H -0.44795 0.33634 6.16454
H 1.12989 -0.36091 6.58804
H -0.89045 -3.20903 3.87647
H 0.86331 -3.14200 4.30771
H -2.16749 -0.30623 3.84318
H -2.18193 -1.50877 2.51983
H -1.70383 0.18801 2.18946
```

Summary:
net charge = +2
spin multiplicity = 6
maximum force = 0.32 eV/Å
lowest unoccupied orbital energy (alpha / beta) = -0.18198 / -0.30500 Ha
⟨S²⟩ = 8.767
Kohn-Sham gap (alpha / beta) = 0.3110 / 0.2084 Ha

=====

What is the formula in the first record?
C25H46O15

=====

Number 3 is which compound?
C25H47GeIrN3O2SeSi3

=====

What is the formula in the first record?
C25H46O15